No. 1
{"formula": "C24H20BF6N10O6S2W", "method": "the ωB97M-V functional and the def2-TZVPD basis", "orbital_gap_ev": [6.46, 6.18], "mol_weight_g_mol": 917.3, "relative_energy_kj_mol": 51.0, "total_energy_ev": -92873.405, "charge": 1, "spin_multiplicity": 3, "lumo_ev": [-4.4, -4.6], "elements": ["W", "C", "C", "N", "N", "C", "B", "N", "C", "C", "C", "N", "N", "C", "C", "C", "N", "H", "H", "H", "H", "H", "H", "H", "H", "H", "H", "O", "C", "C", "C", "C", "C", "C", "C", "O", "N", "N", "C", "C", "C", "C", "C", "C", "N", "H", "H", "H", "H", "H", "H", "H", "H", "H", "H", "F", "C", "F", "F", "S", "O", "O", "N", "S", "O", "O", "C", "F", "F", "F"], "coordinates": [[0.498, -0.629, 0.164], [2.780, -1.091, -3.486], [2.458, -0.412, -2.330], [1.526, -1.098, -1.636], [1.244, -2.214, -2.360], [1.978, -2.224, -3.467], [0.073, -3.126, -1.936], [-1.172, -2.245, -1.877], [-2.320, -2.359, -2.548], [-3.160, -1.334, -2.158], [-2.432, -0.616, -1.225], [-1.218, -1.167, -1.048], [0.335, -3.617, -0.492], [0.438, -4.847, 0.004], [0.616, -4.765, 1.378], [0.622, -3.409, 1.646], [0.442, -2.712, 0.510], [3.481, -0.794, -4.245], [2.829, 0.531, -1.966], [1.881, -3.030, -4.175], [-0.042, -4.045, -2.687], [-2.460, -3.161, -3.253], [-4.153, -1.123, -2.509], [-2.719, 0.275, -0.704], [0.369, -5.702, -0.647], [0.718, -5.575, 2.077], [0.724, -2.902, 2.590], [-3.372, 0.426, 4.062], [-3.682, 1.207, 3.014], [-4.895, 1.890, 3.071], [-5.272, 2.725, 2.041], [-4.453, 2.908, 0.925], [-3.261, 2.226, 0.849], [-2.864, 1.356, 1.878], [-1.604, 0.643, 1.755], [-0.963, 0.668, 0.609], [-1.053, 0.040, 2.776], [0.188, -0.400, 2.346], [1.192, 0.002, 3.030], [2.500, -0.292, 2.463], [3.669, -0.155, 3.184], [4.865, -0.533, 2.589], [4.828, -1.048, 1.304], [3.614, -1.132, 0.640], [2.463, -0.737, 1.192], [-2.474, 0.068, 3.951], [-5.517, 1.752, 3.944], [-6.215, 3.253, 2.107], [-4.745, 3.578, 0.129], [-2.608, 2.371, -0.002], [1.139, 0.584, 3.944], [3.634, 0.230, 4.194], [5.800, -0.438, 3.124], [5.726, -1.377, 0.802], [3.569, -1.515, -0.369], [-0.847, 2.975, -5.008], [-0.276, 3.418, -3.894], [-0.698, 4.645, -3.632], [1.043, 3.425, -4.048], [-0.746, 2.281, -2.518], [-0.102, 1.027, -2.800], [-2.167, 2.360, -2.427], [-0.107, 2.991, -1.226], [1.292, 2.642, -0.694], [1.432, 1.250, -0.147], [2.451, 3.011, -1.440], [1.285, 3.607, 0.873], [2.431, 3.352, 1.509], [0.277, 3.212, 1.648], [1.189, 4.896, 0.631]], "nbo_charge": [1.92, -0.32, 0.03, -0.41, -0.30, 0.06, 0.53, -0.32, 0.04, -0.32, 0.04, -0.37, -0.28, 0.05, -0.32, 0.01, -0.39, 0.26, 0.25, 0.24, 0.00, 0.24, 0.25, 0.25, 0.24, 0.26, 0.23, -0.66, 0.38, -0.27, -0.14, -0.27, -0.09, -0.27, 0.61, -0.71, -0.45, -0.28, 0.12, 0.14, -0.19, -0.11, -0.22, 0.09, -0.48, 0.51, 0.24, 0.23, 0.23, 0.23, 0.24, 0.25, 0.25, 0.25, 0.23, -0.30, 0.74, -0.29, -0.30, 2.25, -0.95, -0.90, -1.20, 2.27, -1.00, -0.88, 0.75, -0.31, -0.31, -0.28]}


No. 2
{"formula": "C11H21F6I2O2P2Zr", "method": "the ωB97M-V functional and the def2-TZVPD basis", "orbital_gap_ev": 6.26, "mol_weight_g_mol": 706.3, "total_energy_ev": -68179.788, "charge": 3, "spin_multiplicity": 1, "lumo_ev": -13.5, "elements": ["I", "I", "Zr", "P", "C", "C", "H", "H", "H", "H", "H", "H", "C", "H", "H", "H", "P", "C", "C", "H", "H", "H", "C", "H", "H", "H", "H", "H", "H", "C", "O", "C", "C", "O", "C", "F", "F", "F", "C", "F", "F", "F", "H", "H", "H"], "coordinates": [[-3.866, 1.005, 0.157], [-2.200, -0.983, -1.247], [0.171, 0.147, 0.144], [0.237, 1.344, -2.209], [0.937, 0.400, -3.599], [-1.325, 2.010, -2.888], [-1.081, 2.576, -3.796], [1.287, 3.280, -3.094], [-1.805, 2.665, -2.142], [0.968, 3.481, -1.321], [0.260, -0.411, -3.889], [-2.030, 1.207, -3.151], [1.346, 2.800, -2.107], [1.066, 1.085, -4.441], [2.387, 2.518, -1.863], [1.916, 0.000, -3.301], [-0.647, -1.073, 2.303], [-0.157, -2.809, 2.488], [0.205, -0.289, 3.712], [-2.749, 0.023, 2.766], [-2.504, -1.476, 3.758], [-3.015, -1.594, 2.034], [-2.409, -1.030, 2.759], [-0.050, 0.784, 3.746], [-0.191, -0.805, 4.597], [-0.422, -3.118, 3.504], [0.930, -2.877, 2.337], [1.300, -0.409, 3.639], [-0.705, -3.415, 1.755], [0.434, -1.818, -0.848], [0.540, -2.846, -1.377], [4.207, 1.333, 0.021], [3.437, 0.206, 0.684], [2.021, 0.282, 0.625], [3.850, -1.172, 0.034], [5.169, -1.481, 0.128], [3.160, -2.212, 0.568], [3.529, -1.151, -1.299], [3.871, 0.160, 2.166], [5.215, 0.104, 2.375], [3.409, 1.270, 2.802], [3.320, -0.884, 2.821], [4.085, 1.299, -1.067], [5.267, 1.093, 0.206], [3.999, 2.314, 0.492]], "nbo_charge": [0.35, 0.21, 1.89, 0.74, -0.92, -0.93, 0.29, 0.29, 0.26, 0.26, 0.26, 0.26, -0.91, 0.29, 0.27, 0.27, 0.74, -0.91, -0.92, 0.26, 0.29, 0.26, -0.92, 0.26, 0.29, 0.29, 0.27, 0.29, 0.26, 0.39, -0.27, -0.66, 0.10, -0.84, 0.97, -0.26, -0.31, -0.33, 0.96, -0.27, -0.31, -0.31, 0.24, 0.30, 0.27]}


No. 3
{"formula": "C34H65N2O9P", "method": "the ωB97M-V functional and the def2-TZVPD basis", "orbital_gap_ev": 8.39, "mol_weight_g_mol": 676.9, "total_energy_ev": -67000.993, "smiles": "C#C[C@@]1(P(CC)CC)CC(=O)N[C@H]1C[C@@H](O)CN.CC(C)=O.CC(C)=O.CC(C)=O.CC(C)=O.CC(C)=O.CC(C)=O.CC(C)=O", "spin_multiplicity": 1, "lumo_ev": 0.5, "elements": ["C", "C", "C", "P", "C", "C", "C", "C", "C", "C", "O", "N", "C", "C", "C", "O", "C", "N", "H", "H", "H", "H", "H", "H", "H", "H", "H", "H", "H", "H", "H", "H", "H", "H", "H", "H", "H", "H", "H", "H", "H", "C", "C", "C", "O", "H", "H", "H", "H", "H", "H", "C", "C", "C", "O", "H", "H", "H", "H", "H", "H", "C", "C", "C", "O", "H", "H", "H", "H", "H", "H", "C", "C", "C", "O", "H", "H", "H", "H", "H", "H", "C", "C", "C", "O", "H", "H", "H", "H", "H", "H", "C", "C", "C", "O", "H", "H", "H", "H", "H", "H", "C", "C", "C", "O", "H", "H", "H", "H", "H", "H"], "coordinates": [[3.213, 4.516, -2.597], [3.102, 3.611, -1.632], [2.848, 2.586, -0.382], [4.004, 3.243, 0.973], [5.437, 4.276, 0.289], [6.798, 3.971, 1.158], [3.077, 4.107, 2.386], [3.273, 3.164, 3.709], [1.247, 2.694, -0.219], [0.839, 1.744, -1.501], [-0.310, 1.641, -2.068], [2.034, 0.922, -1.924], [2.930, 0.995, -0.715], [4.372, 0.280, -0.747], [5.006, -0.051, 0.706], [4.025, -0.238, 1.767], [5.975, -1.353, 0.734], [6.219, -1.707, 2.191], [2.893, 5.405, -3.271], [5.240, 5.419, 0.337], [5.724, 4.024, -0.813], [7.758, 4.288, 0.611], [6.865, 2.835, 1.378], [6.716, 4.546, 2.150], [1.964, 4.246, 2.093], [3.613, 5.109, 2.614], [4.217, 2.512, 3.497], [3.509, 3.774, 4.654], [2.402, 2.426, 3.882], [0.934, 2.155, 0.764], [0.739, 3.722, -0.139], [2.472, 1.203, -2.816], [2.228, 0.539, 0.100], [5.101, 1.044, -1.250], [4.388, -0.660, -1.408], [5.642, 0.876, 1.020], [3.533, 0.595, 1.963], [6.980, -1.066, 0.251], [5.464, -2.264, 0.242], [5.442, -2.270, 2.567], [6.361, -0.848, 2.753], [-3.535, -0.909, -4.904], [-3.286, -1.524, -3.553], [-2.055, -1.086, -2.808], [-4.055, -2.347, -3.080], [-4.458, -1.318, -5.324], [-3.645, 0.173, -4.805], [-2.709, -1.146, -5.578], [-2.099, -0.012, -2.616], [-1.162, -1.330, -3.389], [-2.004, -1.611, -1.851], [-5.625, -4.616, -3.133], [-5.943, -6.080, -3.279], [-6.888, -6.688, -2.275], [-5.454, -6.749, -4.175], [-4.934, -4.315, -3.922], [-6.539, -4.026, -3.226], [-5.152, -4.432, -2.166], [-7.858, -6.190, -2.330], [-6.471, -6.597, -1.270], [-7.025, -7.748, -2.503], [-11.289, -8.183, -0.308], [-10.399, -8.635, -1.435], [-11.067, -9.157, -2.680], [-9.184, -8.581, -1.344], [-10.672, -7.832, 0.523], [-11.925, -7.361, -0.643], [-11.902, -9.018, 0.040], [-11.692, -8.378, -3.120], [-11.669, -10.036, -2.437], [-10.303, -9.446, -3.406], [5.911, 8.261, -3.258], [4.975, 7.642, -4.262], [5.589, 6.993, -5.473], [3.767, 7.666, -4.099], [5.330, 8.692, -2.439], [6.578, 7.498, -2.852], [6.490, 9.057, -3.732], [6.241, 6.173, -5.165], [6.153, 7.732, -6.046], [4.796, 6.589, -6.108], [-6.923, -1.359, -1.954], [-7.435, 0.017, -2.291], [-8.660, 0.499, -1.560], [-6.878, 0.713, -3.124], [-6.036, -1.573, -2.556], [-6.648, -1.404, -0.898], [-7.688, -2.105, -2.179], [-8.462, 0.536, -0.487], [-9.502, -0.165, -1.768], [-8.914, 1.505, -1.905], [1.437, -1.628, 5.251], [0.924, -0.255, 4.912], [-0.303, 0.227, 5.637], [1.484, 0.442, 4.079], [2.326, -1.841, 4.652], [1.709, -1.672, 6.308], [0.673, -2.376, 5.024], [-0.109, 0.265, 6.711], [-1.144, -0.438, 5.427], [-0.558, 1.232, 5.291], [4.532, 0.826, 5.537], [4.776, 0.214, 6.891], [6.005, 0.656, 7.640], [4.008, -0.608, 7.363], [3.613, 0.415, 5.114], [4.420, 1.907, 5.633], [5.362, 0.588, 4.867], [5.959, 1.731, 7.830], [6.900, 0.411, 7.064], [6.052, 0.134, 8.599]], "lowdin_charge": [0.09, -0.11, -0.49, 1.02, -0.41, -0.18, -0.37, -0.19, -0.08, -0.29, 0.01, 0.05, -0.29, -0.08, -0.36, -0.12, -0.20, -0.04, 0.05, 0.08, 0.08, 0.07, 0.05, 0.07, 0.08, 0.08, 0.04, 0.07, 0.06, 0.13, 0.14, 0.13, 0.15, 0.13, 0.12, 0.10, 0.05, 0.12, 0.13, 0.06, 0.06, -0.01, -0.47, -0.02, 0.01, 0.09, 0.09, 0.09, 0.07, 0.09, 0.09, -0.04, -0.49, -0.04, 0.05, 0.07, 0.08, 0.09, 0.08, 0.09, 0.07, -0.03, -0.49, -0.02, 0.05, 0.08, 0.08, 0.09, 0.09, 0.09, 0.09, -0.02, -0.50, -0.03, 0.04, 0.08, 0.08, 0.09, 0.09, 0.09, 0.08, -0.02, -0.50, -0.03, 0.06, 0.05, 0.09, 0.08, 0.08, 0.08, 0.08, -0.02, -0.48, -0.02, 0.02, 0.09, 0.08, 0.09, 0.09, 0.09, 0.08, -0.02, -0.48, -0.02, 0.06, 0.06, 0.07, 0.09, 0.09, 0.09, 0.08]}


No. 4
{"formula": "C16H7InN3O6S", "method": "the ωB97M-V functional and the def2-TZVPD basis", "orbital_gap_ev": [6.48, 5.64], "mol_weight_g_mol": 484.1, "total_energy_ev": -49461.695, "charge": 1, "spin_multiplicity": 1, "lumo_ev": [-5.5, -5.7], "elements": ["In", "O", "C", "C", "O", "C", "C", "O", "C", "O", "O", "N", "C", "C", "C", "C", "C", "C", "N", "C", "C", "C", "S", "C", "N", "H", "H", "H", "H", "H", "H", "H", "O", "C"], "coordinates": [[-0.606, 0.738, 0.372], [-4.911, 5.385, 1.809], [-4.129, 4.531, 1.525], [-4.023, 3.773, 0.201], [-4.705, 3.907, -0.778], [-2.889, 2.816, 0.354], [-2.309, 2.941, 1.664], [-1.341, 2.245, 2.038], [-3.027, 3.989, 2.452], [-2.777, 4.321, 3.575], [-2.451, 1.997, -0.482], [1.742, -2.466, -1.752], [2.536, -2.633, -0.634], [3.607, -3.478, -0.371], [4.181, -3.379, 0.878], [3.707, -2.469, 1.833], [2.645, -1.632, 1.567], [2.048, -1.715, 0.310], [0.982, -1.026, -0.259], [0.836, -1.504, -1.482], [-0.183, -1.032, -2.399], [-0.435, -1.439, -3.676], [-1.750, -0.562, -4.324], [-1.892, 0.300, -2.858], [-1.022, -0.044, -1.956], [1.828, -2.976, -2.615], [3.971, -4.180, -1.109], [5.017, -4.017, 1.130], [4.188, -2.425, 2.800], [2.278, -0.932, 2.298], [0.065, -2.191, -4.265], [-2.641, 1.062, -2.701], [0.753, 1.279, 3.936], [0.704, 0.815, 2.918]], "nbo_charge": [1.38, -0.37, 0.38, 0.36, -0.40, 0.31, 0.31, -0.63, 0.37, -0.39, -0.64, -0.49, 0.09, -0.21, -0.18, -0.19, -0.23, 0.16, -0.58, 0.39, 0.06, -0.40, 0.56, -0.10, -0.52, 0.43, 0.23, 0.24, 0.23, 0.22, 0.26, 0.27, -0.41, 0.49]}